ORCA calculation (the ωB97M-V functional and the def2-TZVPD basis) on 7 unconnected molecules or ions with the total composition C82H48O18 at a distorted geometry.

Cartesian coordinates (Å):
1 O 1.1563 -0.4873 -4.1832
2 C 0.3928 -0.5709 -5.1189
3 C 0.0893 0.6429 -5.9245
4 C 0.6894 1.8563 -5.6374
5 C 0.3798 2.9701 -6.4603
6 C -0.5295 2.8893 -7.4834
7 C -1.1701 1.7472 -7.7267
8 C -0.8635 0.6388 -6.9886
9 C -1.5421 -0.6734 -7.3930
10 O -2.2645 -0.8432 -8.3375
11 C -1.2571 -1.8845 -6.5049
12 C -2.0964 -3.0389 -6.6706
13 C -1.9084 -4.1241 -5.8206
14 C -0.7681 -4.0700 -4.9226
15 C -0.0382 -2.9294 -4.7373
16 C -0.2543 -1.8439 -5.5162
17 H 1.3423 1.8914 -4.7687
18 H 0.8916 3.9422 -6.3653
19 H -0.7382 3.7884 -7.9852
20 H -1.9276 1.6825 -8.4900
21 H -2.9062 -3.0104 -7.4044
22 H -2.4072 -5.1175 -5.8284
23 H -0.5438 -4.8526 -4.2149
24 H 0.7105 -2.7878 -4.0395
25 O -4.3182 -1.1415 2.9845
26 C -4.2436 -0.2086 2.2094
27 C -4.8865 -0.2575 0.8570
28 C -5.7527 -1.3229 0.5082
29 C -6.4283 -1.2734 -0.7075
30 C -6.0762 -0.3052 -1.6392
31 C -5.1429 0.6602 -1.3796
32 C -4.5149 0.6365 -0.1475
33 C -3.4844 1.7017 0.1379
34 O -2.9823 2.3535 -0.7736
35 C -3.1088 1.9350 1.5611
36 C -2.3632 3.0428 1.8868
37 C -1.8341 3.1976 3.1690
38 C -2.1755 2.2393 4.1508
39 C -2.9825 1.1563 3.8280
40 C -3.4173 1.0055 2.5311
41 H -5.8848 -2.0632 1.2367
42 H -7.1168 -2.0308 -0.9677
43 H -6.6172 -0.2243 -2.5692
44 H -4.9141 1.5206 -2.0328
45 H -2.0974 3.7924 1.1015
46 H -1.2536 4.0851 3.3930
47 H -1.8052 2.3802 5.1193
48 H -3.2744 0.4155 4.5664
49 O -2.0969 5.4544 -4.1106
50 C -1.1985 6.1458 -3.6063
51 C -0.2097 5.5520 -2.7076
52 C -0.0696 4.2057 -2.6418
53 C 0.6708 3.6754 -1.6779
54 C 1.3512 4.4638 -0.7602
55 C 1.2994 5.8559 -0.9012
56 C 0.4735 6.4445 -1.8738
57 C 0.4840 7.8831 -2.0830
58 O 1.2260 8.5963 -1.4139
59 C -0.3153 8.4486 -3.2110
60 C -0.2613 9.8243 -3.4854
61 C -1.0332 10.3778 -4.5023
62 C -1.8694 9.4829 -5.2403
63 C -1.9525 8.1000 -4.9403
64 C -1.1146 7.6061 -3.9646
65 H -0.7452 3.6051 -3.2599
66 H 0.7466 2.5748 -1.6226
67 H 1.7986 3.9537 0.0697
68 H 1.6165 6.5607 -0.1219
69 H 0.4875 10.3623 -2.8274
70 H -0.9050 11.4178 -4.7055
71 H -2.4493 9.7802 -6.1239
72 H -2.6242 7.5822 -5.5600
73 O 2.9124 -9.0997 7.4595
74 C 3.0284 -7.9078 7.7765
75 C 2.5682 -6.7793 6.9287
76 C 2.1803 -6.9488 5.6167
77 C 1.8515 -5.8682 4.8338
78 C 1.8813 -4.5603 5.3718
79 C 2.3106 -4.3932 6.7011
80 C 2.5938 -5.4865 7.4777
81 C 3.1150 -5.1941 8.8509
82 O 2.8910 -4.1269 9.3563
83 C 3.9462 -6.2563 9.4676
84 C 4.7300 -6.0125 10.6146
85 C 5.6486 -6.9287 11.0152
86 C 5.6523 -8.2164 10.3527
87 C 4.8344 -8.4949 9.3058
88 C 3.9878 -7.5370 8.8995
89 H 2.0473 -7.9263 5.1335
90 H 1.5605 -6.0055 3.8308
91 H 1.6411 -3.7642 4.7005
92 H 2.2585 -3.3860 7.1263
93 H 4.7512 -5.0320 11.0484
94 H 6.2435 -6.8267 11.9604
95 H 6.3570 -8.9160 10.8350
96 H 4.8026 -9.4594 8.8198
97 O -4.8298 -2.8550 -4.2900
98 C -3.9394 -2.3428 -3.6606
99 C -3.1866 -3.1051 -2.6097
100 C -3.4257 -4.4662 -2.4726
101 C -2.7421 -5.1909 -1.4953
102 C -1.6444 -4.6057 -0.8553
103 C -1.4506 -3.2420 -1.0256
104 C -2.1503 -2.4176 -1.8717
105 C -1.8977 -0.9487 -2.0077
106 O -1.1088 -0.3773 -1.2424
107 C -2.5896 -0.2497 -3.1671
108 C -2.2548 1.0493 -3.5075
109 C -2.8291 1.7193 -4.5903
110 C -3.9440 1.1862 -5.2460
111 C -4.3132 -0.1560 -4.8683
112 C -3.6089 -0.8800 -3.8797
113 H -4.1038 -4.9495 -3.1707
114 H -3.0344 -6.2010 -1.2912
115 H -1.0383 -5.0870 -0.0731
116 H -0.7446 -2.6840 -0.4731
117 H -1.5252 1.5973 -2.9164
118 H -2.5087 2.7113 -4.7774
119 H -4.3797 1.7240 -6.0360
120 H -5.0260 -0.6674 -5.4517
121 O 5.3662 0.1519 1.8839
122 C 5.7585 0.9912 2.6221
123 C 7.0005 1.0066 3.3392
124 C 7.3308 2.0358 4.1092
125 O 8.5658 2.1575 4.6436
126 C 6.3905 3.2533 4.3081
127 O 6.8645 4.0993 5.0646
128 C 5.2488 3.3125 3.4692
129 C 4.8712 2.2280 2.7623
130 O 3.9495 2.2865 1.8088
131 H 7.6872 0.1717 3.2018
132 H 8.5948 3.0610 5.0547
133 H 4.7271 4.2661 3.3992
134 H 4.0065 1.5254 1.2077
135 O 2.3484 0.7142 -0.3909
136 C 1.8585 0.1677 0.5395
137 C 1.4495 0.7335 1.7632
138 C 0.8530 -0.0687 2.6774
139 O 0.3257 0.3505 3.8651
140 C 0.5378 -1.5216 2.4652
141 O -0.0551 -2.0959 3.3469
142 C 1.0393 -2.1797 1.2898
143 C 1.6547 -1.4200 0.3546
144 O 2.2006 -1.8087 -0.7613
145 H 1.6099 1.7825 2.0056
146 H -0.1115 -0.4794 4.2144
147 H 0.8295 -3.2465 1.2519
148 H 2.5089 -0.9734 -1.2295

Output
* LUMO energy: -1.53 eV
* net charge: 0
* energy relative to the best compared isomer or geometry (same formula, charge and spin): 0.0000 eV
* HOMO-LUMO gap: 7.8 eV
* maximum force: 3.7 eV/A

---

ORCA calculation (the ωB97M-V functional and the def2-TZVPD basis) on 14 unconnected molecules or ions with the total composition C83H192BF4N9O14 at a distorted geometry.

Cartesian coordinates (Å):
1 C -5.4209 -13.3108 28.8993
2 C -4.5853 -11.9564 28.7461
3 N -3.8447 -11.7125 27.4332
4 C -4.8620 -11.9082 26.4226
5 C -3.4093 -10.3025 27.3125
6 C -2.6436 -9.7182 28.4916
7 C -2.7446 -12.6988 27.2955
8 C -2.0313 -12.7301 25.9489
9 O -1.0961 -11.6737 25.7980
10 C 0.0990 -11.9384 25.0908
11 H -6.0257 -13.2384 29.8400
12 H -4.8546 -14.2701 28.9441
13 H -6.1943 -13.3722 28.1815
14 H -3.9634 -11.7940 29.5751
15 H -5.3107 -11.1539 28.7820
16 H -5.8436 -11.4841 26.7505
17 H -4.9873 -12.9542 26.1887
18 H -4.5826 -11.4447 25.4926
19 H -4.3530 -9.7345 27.2291
20 H -2.8323 -10.2121 26.3260
21 H -2.1171 -8.8494 28.0518
22 H -1.8435 -10.3111 28.8614
23 H -3.2697 -9.3599 29.2446
24 H -3.1816 -13.7064 27.4779
25 H -2.0347 -12.4836 28.0910
26 H -2.7479 -12.7579 25.1087
27 H -1.4748 -13.6504 25.7865
28 H 0.3022 -11.2685 24.2964
29 H 0.0962 -12.9675 24.7850
30 H 0.9969 -11.8445 25.7595
31 C -10.5014 -6.3272 26.9155
32 C -11.4807 -7.1433 27.6883
33 N -11.8332 -6.5639 29.0745
34 C -10.6583 -6.7451 29.9567
35 C -12.2762 -5.1025 29.0846
36 C -13.4259 -4.7240 28.1871
37 C -12.9053 -7.3978 29.6438
38 C -12.5298 -8.7827 30.0173
39 O -12.6037 -8.9180 31.4329
40 C -12.4048 -10.2414 31.8981
41 H -9.4910 -6.4137 27.3086
42 H -10.8153 -5.3400 26.9875
43 H -10.4547 -6.7015 25.8696
44 H -11.1177 -8.1311 27.9222
45 H -12.4619 -7.2457 27.1848
46 H -9.8241 -6.0135 29.7933
47 H -10.2940 -7.7561 29.8156
48 H -11.0093 -6.7029 31.0073
49 H -11.4252 -4.5540 28.8100
50 H -12.4949 -4.9069 30.1109
51 H -13.1830 -4.8253 27.1397
52 H -13.5053 -3.6396 28.3394
53 H -14.3627 -5.1307 28.6038
54 H -13.6316 -7.4688 28.8803
55 H -13.2944 -6.9740 30.5494
56 H -11.5364 -9.1360 29.6223
57 H -13.2873 -9.4444 29.5386
58 H -13.1810 -10.9432 31.5086
59 H -12.5741 -10.2058 32.9883
60 H -11.3979 -10.6416 31.6787
61 C -7.3777 -12.6332 37.5944
62 C -6.2078 -12.6316 38.5234
63 N -5.6023 -11.2554 38.6692
64 C -6.6243 -10.3114 39.1019
65 C -4.5482 -11.3586 39.8263
66 C -4.9947 -11.7313 41.2806
67 C -5.0364 -10.6592 37.3770
68 C -4.1036 -11.5150 36.5761
69 O -3.0279 -12.0883 37.3159
70 C -2.3724 -12.9994 36.4385
71 H -7.5702 -13.7032 37.2944
72 H -7.0427 -12.1903 36.6471
73 H -8.3104 -12.1097 37.7721
74 H -5.4078 -13.3019 38.1687
75 H -6.5302 -12.9031 39.5283
76 H -7.4238 -10.2945 38.3394
77 H -6.1028 -9.3391 39.1495
78 H -6.9921 -10.5811 40.0786
79 H -4.2498 -10.2956 39.9234
80 H -3.7983 -12.0152 39.4005
81 H -5.8585 -12.3356 41.3355
82 H -5.1976 -10.8139 41.8645
83 H -4.1743 -12.2804 41.6990
84 H -4.4409 -9.7639 37.6850
85 H -5.9415 -10.4072 36.8424
86 H -3.6513 -10.8516 35.7949
87 H -4.5545 -12.2995 36.0073
88 H -2.2170 -12.5627 35.4507
89 H -2.8871 -13.9842 36.3441
90 H -1.4398 -13.2039 36.9442
91 C -5.0566 -3.6737 36.3219
92 C -5.3998 -2.4729 35.4659
93 N -6.1624 -1.3032 36.1330
94 C -5.4119 -0.8448 37.3142
95 C -6.3085 -0.1866 35.1877
96 C -6.8872 -0.4781 33.8498
97 C -7.4691 -1.8891 36.5704
98 C -8.6505 -0.9392 36.7566
99 O -8.4388 0.0154 37.7591
100 C -8.8739 -0.5189 39.0601
101 H -4.5234 -4.4388 35.7204
102 H -5.9175 -4.2542 36.7611
103 H -4.4275 -3.4059 37.1551
104 H -6.0500 -2.8032 34.6487
105 H -4.4908 -1.9343 35.0613
106 H -4.5250 -0.2591 37.1361
107 H -5.2064 -1.7347 37.9191
108 H -6.1075 -0.1509 37.9055
109 H -5.2558 0.1807 35.1212
110 H -6.8358 0.6899 35.5578
111 H -6.9414 0.4311 33.3061
112 H -7.8894 -0.9349 33.9160
113 H -6.2404 -1.1730 33.2297
114 H -7.1501 -2.4306 37.4805
115 H -7.7545 -2.5918 35.8231
116 H -9.4694 -1.6067 37.0541
117 H -8.7703 -0.4084 35.7893
118 H -8.7248 0.3011 39.7592
119 H -8.2499 -1.3457 39.3569
120 H -9.9704 -0.7963 39.0572
121 C 2.8063 -7.7337 32.1827
122 C 2.8256 -6.7835 30.9943
123 N 3.6240 -7.2259 29.8068
124 C 2.9727 -8.4852 29.3095
125 C 3.4239 -6.2339 28.7123
126 C 3.7937 -4.7293 28.9018
127 C 5.0223 -7.5176 30.2910
128 C 5.8894 -8.0523 29.2197
129 O 5.6710 -9.4277 29.0556
130 C 6.7509 -10.0257 28.2289
131 H 1.7922 -7.7158 32.5338
132 H 3.4335 -7.3590 32.9819
133 H 3.0833 -8.7844 32.0753
134 H 3.2576 -5.8420 31.2301
135 H 1.7681 -6.6746 30.6615
136 H 3.4498 -8.8035 28.3840
137 H 1.9890 -8.1885 29.0337
138 H 2.8827 -9.2694 30.0911
139 H 2.3622 -6.2571 28.4703
140 H 3.9272 -6.7114 27.8401
141 H 3.4297 -4.1931 28.0810
142 H 4.8979 -4.5026 29.1069
143 H 3.2582 -4.3325 29.7517
144 H 4.9750 -8.2730 31.0758
145 H 5.3984 -6.6037 30.7023
146 H 6.9403 -7.8236 29.6099
147 H 5.8265 -7.5102 28.2802
148 H 6.8155 -11.0716 28.3740
149 H 7.6632 -9.5010 28.5775
150 H 6.5599 -9.7617 27.2273
151 C 1.9247 -8.6131 39.3825
152 C 0.5109 -8.0752 39.6260
153 N -0.3995 -8.3889 38.5234
154 C -0.6752 -9.8951 38.4426
155 C -1.7860 -7.7932 38.8751
156 C -1.9062 -6.3096 39.1647
157 C 0.0650 -7.8649 37.2364
158 C -0.9082 -7.7097 36.0703
159 O -1.3836 -8.9776 35.6328
160 C -1.7737 -9.0790 34.2519
161 H 2.0014 -9.6403 39.1953
162 H 2.5858 -8.3378 40.2466
163 H 2.3686 -8.1678 38.5281
164 H 0.4912 -7.0000 39.6845
165 H 0.1136 -8.4579 40.5331
166 H -0.9605 -10.1715 39.4143
167 H 0.1788 -10.4805 38.0808
168 H -1.4734 -9.9704 37.7550
169 H -2.0592 -8.3789 39.7795
170 H -2.4431 -8.0050 37.9267
171 H -1.1879 -5.7293 38.5642
172 H -1.7065 -6.0794 40.2176
173 H -2.9440 -6.0809 38.9455
174 H 0.8753 -8.5298 36.9248
175 H 0.5323 -6.8697 37.3798
176 H -0.3458 -7.2190 35.2341
177 H -1.6756 -6.9971 36.3397
178 H -1.9226 -8.1087 33.8408
179 H -2.6898 -9.6680 34.1920
180 H -1.0011 -9.6124 33.7277
181 C -8.8779 -9.0132 32.9693
182 C -7.8003 -8.8536 31.9233
183 C -6.6952 -8.0742 32.5817
184 N -5.4502 -7.8725 31.7875
185 C -5.6485 -7.6793 30.3206
186 C -6.2489 -6.3136 29.9342
187 C -5.5123 -5.0984 30.4652
188 C -5.3051 -5.3352 31.9252
189 C -4.6628 -6.6315 32.3594
190 C -4.7296 -9.2359 31.8459
191 H -9.1495 -8.0738 33.4420
192 H -8.4715 -9.6893 33.7658
193 H -9.7696 -9.5725 32.5959
194 H -8.3181 -8.3938 31.0480
195 H -7.4066 -9.8262 31.5597
196 H -6.3975 -8.6422 33.4189
197 H -7.0106 -7.1220 32.9542
198 H -6.2542 -8.5153 29.9460
199 H -4.6437 -7.5362 29.8305
200 H -7.2422 -6.1703 30.3321
201 H -6.3165 -6.3587 28.8671
202 H -6.0265 -4.1722 30.2185
203 H -4.4971 -4.9977 29.9333
204 H -6.3438 -5.2629 32.3374
205 H -4.7136 -4.5218 32.3574
206 H -4.6318 -6.8129 33.4332
207 H -3.6244 -6.7082 31.9804
208 H -3.9523 -9.3637 31.0775
209 H -5.5483 -9.9319 31.6910
210 H -4.3361 -9.3178 32.8446
211 C -12.6556 -3.2166 34.9803
212 C -12.0273 -4.0471 36.1516
213 C -11.3885 -5.3099 35.5695
214 N -10.5857 -6.1157 36.6890
215 C -11.5518 -6.4959 37.7696
216 C -10.8504 -7.3154 38.8432
217 C -10.1556 -8.5359 38.3212
218 C -9.3125 -8.2928 37.0584
219 C -10.0399 -7.3603 36.0762
220 C -9.4866 -5.2341 37.2207
221 H -13.3303 -3.7811 34.3178
222 H -11.8650 -2.8657 34.3240
223 H -13.2452 -2.4186 35.3955
224 H -12.7779 -4.2505 36.9510
225 H -11.2051 -3.5091 36.6149
226 H -10.6344 -5.1109 34.7869
227 H -12.1975 -5.9748 35.1407
228 H -12.4486 -6.9371 37.3521
229 H -11.8400 -5.5544 38.1254
230 H -11.6222 -7.5653 39.6560
231 H -10.2315 -6.5861 39.3103
232 H -10.9840 -9.2441 38.1936
233 H -9.5092 -8.9817 38.9978
234 H -9.0569 -9.1145 36.3985
235 H -8.3915 -7.8396 37.4054
236 H -10.8768 -7.8359 35.6000
237 H -9.3442 -7.0267 35.2594
238 H -8.5871 -5.8405 37.5680
239 H -9.9485 -4.5729 38.0287
240 H -9.2328 -4.6058 36.4360
241 C -8.0519 -18.0229 28.2020
242 C -8.7789 -16.7017 27.9279
243 C -9.8409 -16.5633 28.9797
244 N -10.7223 -15.2943 28.9599
245 C -11.3412 -14.9166 30.2978
246 C -10.3489 -14.2917 31.2547
247 C -9.7452 -13.0312 30.6109
248 C -9.0379 -13.5011 29.3588
249 C -10.0381 -14.0200 28.3176
250 C -11.8704 -15.5883 28.1035
251 H -7.4889 -18.3051 27.3382
252 H -8.7876 -18.7911 28.4339
253 H -7.3932 -18.0512 29.0315
254 H -9.1572 -16.5926 26.8842
255 H -8.0064 -15.8573 27.9348
256 H -9.3804 -16.5236 29.9752
257 H -10.5950 -17.3581 28.8587
258 H -11.6437 -15.8653 30.6618
259 H -12.1002 -14.1860 30.1185
260 H -9.5431 -14.9457 31.5246
261 H -10.8977 -14.1754 32.1693
262 H -8.9985 -12.4990 31.2186
263 H -10.5818 -12.3595 30.3112
264 H -8.3220 -14.2738 29.6335
265 H -8.5942 -12.6199 28.9924
266 H -9.6643 -14.3629 27.3799
267 H -10.8257 -13.2834 28.1155
268 H -11.5809 -16.1601 27.2491
269 H -12.4120 -14.6318 27.9567
270 H -12.5272 -16.3269 28.6791
271 C -5.8035 -7.5654 36.0692
272 C -5.6423 -7.2567 37.6141
273 O -6.4703 -6.4863 38.1441
274 O -4.6331 -7.7812 38.2139
275 H -6.6594 -8.2170 35.8594
276 H -4.8575 -7.9337 35.6269
277 H -5.9867 -6.6320 35.6187
278 C -1.5146 -5.8628 30.1855
279 C -1.0455 -7.0112 31.0753
280 O -0.0944 -7.7311 30.6554
281 O -1.6974 -7.1495 32.1608
282 H -0.6130 -5.3652 29.7472
283 H -2.1408 -5.0766 30.6692
284 H -2.1215 -6.2537 29.3839
285 C -9.1234 -3.1805 32.1224
286 C -8.8945 -4.2289 33.2362
287 O -8.2347 -3.8156 34.1899
288 O -9.2713 -5.3679 32.9744
289 H -8.2911 -2.5537 31.9724
290 H -9.9849 -2.6022 32.4275
291 H -9.6043 -3.6901 31.2904
292 C -5.2623 -13.2714 33.6012
293 C -6.0832 -12.1029 32.9910
294 O -6.1872 -12.0124 31.7384
295 O -6.5559 -11.3144 33.8470
296 H -4.9170 -13.9417 32.8560
297 H -5.9058 -13.7441 34.4165
298 H -4.4135 -12.7862 34.0914
299 B -8.4901 -10.0301 28.0186
300 F -7.2224 -9.7707 28.6242
301 F -8.3051 -11.1579 27.1853
302 F -9.4534 -10.3601 29.0403
303 F -8.9453 -8.8956 27.3718

Output
* LUMO energy: -5.20 eV
* net charge: +4
* HOMO-LUMO gap: 8.8 eV
* maximum force: 3.4 eV/A

---

Number 2 is which compound? C83H192BF4N9O14